Below is a cluster of 16 separate species, C32H33BCl60F9N2O6P2S in total at a distorted geometry, with properties calculated with wB97M-V/def2-TZVPD.

The geometry in ORCA input format:
```
! wB97M-V def2-TZVPD RIJCOSX def2/J DEFGRID3
* xyz -1 1
N 0.843 1.741 2.484
N 1.556 -1.276 1.344
O 1.922 -3.561 0.875
Cl 4.740 -2.018 5.723
C 3.588 -2.403 2.158
B 4.857 -0.975 -1.560
Cl -0.674 -8.040 -4.533
Cl -10.143 2.117 -5.717
Cl 2.076 7.783 5.645
Cl -2.528 -3.996 10.519
H -2.288 1.364 -1.389
Cl 0.325 -4.377 10.399
H 1.715 1.951 -6.612
H 4.223 1.117 -1.156
Cl 0.757 -7.231 -6.906
H 5.523 -2.426 -0.410
Cl 0.328 -6.180 0.083
Cl 0.443 5.434 -7.092
C -8.055 0.562 -1.152
C 3.948 4.613 8.633
C -1.695 0.521 -1.057
Cl -2.096 -6.826 -6.735
H 2.549 0.508 -6.083
C 2.980 9.283 5.845
C 0.530 -1.376 2.400
H 2.212 -3.222 -5.530
C -2.306 -4.926 3.089
C 2.299 -2.510 1.381
Cl 2.406 3.780 8.438
Cl 0.625 -8.872 1.075
Cl -0.856 -2.897 12.595
Cl -1.019 3.029 7.418
H 0.590 2.869 -3.052
H -0.037 -1.345 -2.528
H 4.177 -1.624 1.684
Cl -1.224 -5.744 12.410
C 4.053 -3.328 6.689
Cl -2.219 4.067 -1.879
Cl -10.249 4.838 -6.669
Cl 4.502 9.173 4.953
F -2.245 -0.889 -3.687
Cl 5.224 3.095 -4.643
F -3.996 0.245 -2.808
C 1.860 1.804 -4.452
H 3.542 0.482 -4.132
Cl 2.074 -6.705 2.313
C 2.825 1.024 -3.523
C 1.721 1.172 -5.852
H 2.366 2.745 -4.679
Cl -0.299 -5.224 -5.120
Cl -0.848 6.065 -4.594
H 4.104 -3.353 2.190
Cl -8.207 0.264 -2.887
Cl -9.016 -3.569 -6.351
C 0.898 -0.511 9.497
Cl 6.860 5.285 -3.721
Cl 1.124 1.940 5.828
H -1.126 0.198 -1.923
H 6.037 -1.569 -2.916
Cl -8.693 2.172 -0.776
F -4.203 -0.917 -4.671
C 1.784 -2.327 -5.097
Cl 2.800 -7.596 -0.333
H -0.182 1.406 -3.680
H 1.032 -1.312 3.364
Cl -2.243 -3.873 1.680
O 1.256 0.931 -1.359
H 3.426 1.768 -3.009
P 1.608 1.569 1.107
H 0.458 -0.525 -4.100
C 1.454 -7.330 0.780
C -7.918 -2.188 -6.191
Cl 0.543 4.763 5.726
Cl -8.861 -0.709 -5.946
Cl 0.470 -1.440 8.058
C -0.167 3.147 5.865
C 1.255 -2.327 -3.681
C 3.831 0.100 -1.108
Cl -1.074 6.531 -0.970
C 0.765 -1.002 -3.173
O 4.802 -2.273 -1.022
F -3.487 -2.755 -3.656
C -2.028 5.124 -0.478
Cl 3.322 9.539 7.560
C -1.068 -4.247 11.478
Cl -2.168 -6.600 2.561
H 3.051 -1.241 -2.835
Cl -2.008 4.104 -6.357
H 0.801 0.598 -5.957
H 1.674 2.812 0.448
O 1.811 -1.443 -0.987
Cl -3.830 -4.685 3.954
O 5.833 -0.723 -2.506
H 1.778 -2.961 -2.988
Cl -2.046 6.897 -7.084
H 2.917 1.118 1.314
H 1.316 -1.675 -5.815
Cl -8.015 3.147 -7.364
Cl -1.186 4.274 0.818
H 1.379 1.403 3.268
Cl -6.859 -2.410 -4.808
P 2.248 -0.202 -2.202
O 0.460 -2.929 -4.624
C -3.050 -1.685 -1.504
Cl -0.956 -4.550 4.172
F -3.821 0.114 -0.082
Cl 1.821 0.914 9.022
Cl 1.880 -1.494 10.616
Cl 2.029 10.637 5.224
Cl -8.326 4.082 -4.654
C 0.719 0.504 -0.135
S -3.694 -1.247 -3.222
C -1.114 5.625 -6.280
C 0.497 2.218 -3.919
Cl -6.952 -2.032 -7.662
F -4.000 -2.428 -0.885
Cl 5.678 3.475 -1.817
H -0.194 -0.580 2.307
H 3.644 -0.096 -0.056
Cl 3.566 -2.703 8.267
Cl 2.638 -3.987 5.858
C -2.704 -0.498 -0.557
H 0.010 2.826 -4.685
F -1.970 -2.475 -1.617
Cl -1.279 2.840 4.547
F -5.191 -1.625 -2.787
C -0.578 -6.819 -5.816
Cl -6.360 0.472 -0.686
H -0.563 2.122 -0.223
H 0.052 -2.353 2.365
Cl -0.591 -0.006 10.301
Cl 5.259 -4.604 6.899
C 0.952 -1.036 0.006
H 0.067 -1.675 -0.101
Cl 7.824 2.571 -3.513
C 6.392 3.600 -3.422
Cl 4.214 5.682 7.253
Cl 3.921 5.566 10.123
H 3.356 -2.069 3.170
H -1.078 1.018 1.006
Cl -8.981 -0.656 -0.264
C -9.182 3.548 -6.101
Cl -3.619 5.650 0.082
C -0.708 1.058 -0.012
F -2.180 -1.136 0.542
Cl 5.252 3.422 8.719
*
```

Values from the calculation:
- Kohn-Sham gap: 0.2457 hartree
- HOMO energy: -5.4473 eV

---

Below is a structure of composition C49H42N5O5P2RbS2 at a distorted geometry, with properties calculated with wB97M-V/def2-TZVPD.

The geometry in ORCA input format:
```
! wB97M-V def2-TZVPD RIJCOSX def2/J DEFGRID3
* xyz -2 1
C 8.668 -26.073 3.117
C 10.124 -24.877 1.647
C 13.782 -22.898 3.831
H 10.733 -24.008 1.402
C 3.082 -19.620 6.098
C 11.415 -23.163 3.660
H 12.699 -24.315 4.971
H 12.507 -20.586 1.677
H 6.840 -21.111 -2.229
C 9.824 -18.146 1.421
C 10.965 -26.904 6.488
H 5.719 -22.656 1.599
C 9.334 -24.685 6.828
H 5.747 -17.247 -0.279
H 11.629 -27.759 6.349
O 10.361 -20.421 7.129
C 8.869 -23.846 -3.552
C 5.085 -17.842 0.347
C 8.921 -22.674 -1.443
H 2.572 -26.681 2.373
O 8.123 -21.421 6.690
C 4.581 -25.964 2.549
C 8.882 -20.654 0.639
C 11.362 -22.061 2.783
N 3.067 -20.972 5.907
C 8.978 -26.845 0.883
H 1.930 -23.010 5.036
C 10.721 -22.427 -3.041
C 3.679 -17.783 0.267
C 3.531 -23.729 3.750
H 10.706 -21.542 -1.089
H 10.569 -23.592 -4.849
C 10.724 -26.058 5.414
H 2.704 -21.431 -1.189
H 14.666 -21.377 2.575
C 3.605 -19.365 2.099
O 10.191 -22.412 5.703
C 4.110 -22.156 0.278
H 8.211 -26.194 4.095
H 8.305 -19.684 -1.210
C 9.161 -18.299 0.222
S 9.462 -21.042 6.161
C 10.088 -19.272 2.206
C 8.295 -23.545 -2.337
H 1.888 -18.634 1.108
C 12.535 -21.416 2.392
C 2.678 -24.763 3.352
C 8.745 -19.555 -0.226
H 7.332 -23.970 -2.076
N 4.896 -23.796 3.557
C 10.092 -23.314 -3.911
C 10.355 -26.670 7.700
C 9.977 -24.914 5.600
O 9.257 -20.212 4.935
H 6.725 -18.592 1.528
C 9.540 -24.982 2.919
S 2.847 -18.418 4.933
H 9.065 -25.375 8.825
H 1.605 -24.685 3.522
H 7.659 -27.751 2.297
C 8.378 -26.963 2.118
H 8.728 -27.531 0.073
H 3.248 -18.278 7.609
C 9.693 -20.530 1.776
H 5.030 -26.843 2.083
H 10.634 -19.184 3.141
C 6.443 -21.923 -0.282
H 11.665 -21.949 -3.303
C 13.743 -21.855 2.918
N 4.934 -19.384 2.192
C 2.952 -18.600 1.140
C 5.386 -24.938 3.026
H 3.704 -16.525 -1.482
C 3.205 -25.868 2.711
H 10.092 -17.153 1.763
H 6.463 -25.017 2.960
H 9.008 -17.461 -0.454
H 8.695 -23.820 6.909
C 10.175 -22.161 -1.793
N 3.303 -19.259 7.387
Rb 6.770 -21.411 4.227
H 3.084 -19.916 2.847
H 10.437 -25.782 -0.259
H 2.600 -15.990 -0.221
H 4.443 -20.580 -2.681
C 4.739 -21.102 -1.778
C 6.082 -21.363 -1.503
C 12.630 -23.533 4.242
C 2.900 -22.760 4.574
C 9.535 -25.560 7.876
P 9.790 -23.696 4.264
H 3.047 -19.937 8.106
H 10.488 -27.393 8.486
C 5.442 -22.298 0.611
C 3.753 -21.527 -0.916
C 9.908 -25.845 0.680
H 11.135 -26.315 4.446
H 8.376 -24.526 -4.245
H 3.351 -22.496 0.959
H 14.760 -23.215 4.172
C 5.654 -18.629 1.348
C 3.002 -16.882 -0.716
O 10.052 -21.722 2.412
P 8.168 -22.272 0.165
N 3.480 -21.583 4.805
H 2.153 -17.339 -1.269
*
```

Values from the calculation:
- Energy relative to the best compared isomer or geometry (same formula, charge and spin): 0.0 kJ/mol
- Kohn-Sham gap: 0.1841 hartree
- HOMO energy: -1.3749 eV

---

Below is the ion CH3N3 with charge +2 at a distorted geometry, with properties calculated with wB97M-V/def2-TZVPD.

The geometry in ORCA input format:
```
! wB97M-V def2-TZVPD RIJCOSX def2/J DEFGRID3
* xyz 2 1
N -1.169 -0.554 0.042
H -0.070 1.597 0.416
H -2.045 0.174 0.004
H -0.941 -1.398 -0.385
N 1.461 0.038 -0.094
N 2.504 -0.391 0.030
C 0.261 0.533 -0.013
*
```

Values from the calculation:
- Energy relative to the best compared isomer or geometry (same formula, charge and spin): 406.4 kJ/mol
- Kohn-Sham gap (alpha / beta): 0.4144 / 0.3183 hartree
- HOMO energy (alpha / beta): -26.4724 / -24.1750 eV

---

Below is a structure of composition C15H20AlF4KN2O6P at a distorted geometry, with properties calculated with wB97M-V/def2-TZVPD.

The geometry in ORCA input format:
```
! wB97M-V def2-TZVPD RIJCOSX def2/J DEFGRID3
* xyz 1 1
C -1.947 2.538 4.644
H -3.268 -0.852 0.514
C -2.680 -1.747 0.997
C 0.672 0.707 -5.130
C 0.316 2.679 -6.522
C -1.292 -2.231 3.344
C -1.714 -2.574 -0.038
H 0.075 0.599 -7.159
H -2.415 -3.375 -0.577
H -0.955 -3.193 0.603
H 0.425 5.040 -6.523
C 1.029 1.582 -3.979
C -0.130 -0.801 -0.610
H -2.526 3.044 3.740
F 5.602 1.099 2.806
C -1.870 0.142 2.550
N -1.073 0.224 3.835
C 0.699 3.552 -5.379
H -2.329 0.958 1.848
H -0.044 -1.313 5.369
H 0.968 -0.782 -3.992
C -0.811 1.640 4.298
H 0.141 -4.573 3.117
H -2.189 2.722 5.774
H 1.282 -2.622 -0.079
N -1.946 -1.347 2.294
H 2.171 -0.897 -0.232
C 1.186 -1.471 0.116
P -1.230 -4.141 3.395
O 1.314 1.079 -2.897
C 0.338 1.223 -6.315
O 0.700 4.919 -5.588
H 1.309 3.660 -3.353
F 3.830 -0.971 1.698
K 1.187 0.497 3.653
Al 4.138 0.801 1.799
F 2.718 1.615 2.549
H 0.329 1.985 4.317
H 1.104 -1.348 1.301
H -3.515 -2.519 1.360
O 0.698 -0.661 -4.929
F 4.404 1.460 0.144
O -0.001 3.182 -7.594
H 0.288 -0.228 -1.570
H -0.620 0.058 0.057
O -1.116 -1.769 -1.114
O -1.549 -4.714 4.867
H -2.060 -4.790 2.391
C 1.030 3.037 -4.193
C -0.673 -1.126 4.392
*
```

Values from the calculation:
- Kohn-Sham gap: 0.1759 hartree
- HOMO energy: -11.5349 eV

---

Below is the ion C2H8N2P with charge +1 at a distorted geometry, with properties calculated with wB97M-V/def2-TZVPD.

The geometry in ORCA input format:
```
! wB97M-V def2-TZVPD RIJCOSX def2/J DEFGRID3
* xyz 1 1
N 0.411 -0.681 -0.358
H 2.206 -0.253 -1.411
H 2.321 -1.642 -0.176
C -0.442 0.230 -0.108
P -2.627 -0.418 -0.280
H -1.124 2.061 0.339
N -0.326 1.491 0.128
H 0.215 -1.678 -0.136
H 0.546 1.851 0.473
H -2.988 0.595 0.703
H 2.149 0.184 0.371
C 1.895 -0.550 -0.341
H -2.235 -1.191 0.797
*
```

Values from the calculation:
- Energy relative to the best compared isomer or geometry (same formula, charge and spin): 122.5 kJ/mol
- Kohn-Sham gap: 0.3917 hartree
- HOMO energy: -14.9268 eV

---

Below is a cluster of 2 separate species, C3H3N5O6 in total at a distorted geometry, with properties calculated with wB97M-V/def2-TZVPD.

The geometry in ORCA input format:
```
! wB97M-V def2-TZVPD RIJCOSX def2/J DEFGRID3
* xyz 0 1
N 2.679 0.662 -0.451
N 0.287 1.131 -0.581
O -2.089 -0.983 1.479
O -3.059 -2.662 -2.708
H -1.571 0.532 -0.330
O 3.611 0.264 0.223
N 1.103 0.762 1.488
O -1.729 -1.068 -1.737
H 0.465 1.318 -1.618
N -0.986 -0.615 1.780
C -0.690 0.766 1.448
H 1.352 0.066 2.167
O 2.696 0.929 -1.652
N -0.873 1.115 0.070
C 1.381 0.888 0.233
O -0.211 -1.216 2.416
C -2.366 -1.890 -2.229
*
```

Values from the calculation:
- Energy relative to the best compared isomer or geometry (same formula, charge and spin): 103.3 kJ/mol
- Kohn-Sham gap (alpha / beta): 0.2182 / 0.2184 hartree
- HOMO energy (alpha / beta): -7.9930 / -7.9960 eV

---

Below is a cluster of 2 separate species, C3H2NO3 in total at a distorted geometry, with properties calculated with wB97M-V/def2-TZVPD.

The geometry in ORCA input format:
```
! wB97M-V def2-TZVPD RIJCOSX def2/J DEFGRID3
* xyz -1 1
H 0.250 1.273 -0.303
C 0.137 -0.845 0.057
N -0.182 0.364 -0.587
C 1.598 -0.907 0.550
O 1.763 -1.258 1.678
O -0.370 -1.069 -2.514
H -1.093 -1.356 1.302
O 2.399 -0.490 -0.342
C -0.130 -0.746 -1.380
*
```

Values from the calculation:
- Energy relative to the best compared isomer or geometry (same formula, charge and spin): 430.1 kJ/mol
- Kohn-Sham gap: 0.3167 hartree
- HOMO energy: -4.5826 eV

---

Below is a structure of composition ClH8Na3O4, with properties calculated with wB97M-V/def2-TZVPD.

The geometry in ORCA input format:
```
! wB97M-V def2-TZVPD RIJCOSX def2/J DEFGRID3
* xyz 2 1
H -2.435 0.989 -1.590
H 1.939 1.732 1.288
O -3.315 1.379 -1.515
H 1.640 -1.357 0.317
O 1.923 2.520 1.833
H 2.553 2.381 2.549
H -3.745 1.176 -2.360
O -0.013 -2.027 -2.017
Na -0.035 -1.207 2.965
H 2.606 -1.474 1.539
Cl -0.425 0.181 0.543
Na -3.329 -0.008 0.590
H -0.264 -1.428 -1.305
H -0.398 -2.883 -1.794
Na 0.744 1.548 -1.620
O 2.554 -1.520 0.579
*
```

Values from the calculation:
- Kohn-Sham gap: 0.3513 hartree
- HOMO energy: -17.3378 eV

---

Below is the molecule C3H4S2 at a distorted geometry, with properties calculated with wB97M-V/def2-TZVPD.

The geometry in ORCA input format:
```
! wB97M-V def2-TZVPD RIJCOSX def2/J DEFGRID3
* xyz 0 1
C 1.335 0.439 0.387
S -1.730 -0.174 0.467
S 0.774 -2.232 -0.123
H 0.906 1.456 0.656
C -2.921 0.214 -0.611
H -2.770 0.285 -1.652
H 1.884 0.586 -0.610
C 0.403 -0.740 0.268
H 2.118 0.165 1.218
*
```

Values from the calculation:
- Energy relative to the best compared isomer or geometry (same formula, charge and spin): 396.1 kJ/mol
- Kohn-Sham gap: 0.2640 hartree
- HOMO energy: -7.8830 eV

---

Below is a structure of composition C8H15ClFeI2N2OP at a distorted geometry, with properties calculated with wB97M-V/def2-TZVPD.

The geometry in ORCA input format:
```
! wB97M-V def2-TZVPD RIJCOSX def2/J DEFGRID3
* xyz 2 6
H -1.647 1.614 4.301
H 1.464 1.084 -4.366
H -1.138 0.975 2.057
C -0.939 0.924 4.764
H -1.746 -0.987 -2.938
H 1.344 -0.818 4.889
N -0.163 0.233 3.711
H 2.211 -1.593 2.524
C 0.920 -0.582 3.926
O -3.296 0.379 1.205
H -1.713 0.767 -2.907
H 2.225 -1.745 -2.751
N 0.591 -0.335 1.715
C 1.394 -0.948 2.726
H -0.280 1.425 5.480
I -2.505 1.985 -1.212
C -0.383 0.295 2.394
H 2.281 1.421 -2.843
Cl 3.704 -0.422 -0.516
H -1.228 -0.048 -4.352
C -1.162 -0.110 -3.256
H 0.701 2.177 -3.141
Fe 1.674 -0.341 0.274
I -3.051 -1.472 -0.926
H 0.624 -2.448 -3.024
H -1.483 0.177 5.351
P 0.460 -0.126 -2.415
C 1.252 -1.576 -3.222
C 1.294 1.270 -3.295
C -2.836 0.282 0.145
H 1.431 -1.454 -4.298
*
```

Values from the calculation:
- Energy relative to the best compared isomer or geometry (same formula, charge and spin): 21.0 kJ/mol
- Kohn-Sham gap (alpha / beta): 0.3087 / 0.1600 hartree
- HOMO energy (alpha / beta): -15.4625 / -15.4546 eV

---

Below is a structure of composition C4H12N2O at a distorted geometry, with properties calculated with wB97M-V/def2-TZVPD.

The geometry in ORCA input format:
```
! wB97M-V def2-TZVPD RIJCOSX def2/J DEFGRID3
* xyz 0 1
C -0.152 -1.176 0.140
H -2.029 1.625 0.999
H -0.359 0.259 -2.029
H 2.028 -0.901 1.477
H 0.473 0.401 0.393
H 2.060 0.813 1.144
H -0.405 -1.585 1.127
H 2.546 0.377 -1.121
C 1.800 -0.162 0.706
H -2.086 0.254 -1.642
N -0.762 0.271 0.017
C -1.111 0.656 -1.351
C -1.787 0.561 1.012
O 0.113 -1.816 -0.855
H -1.131 1.745 -1.423
H 2.293 -1.223 -0.954
N 2.625 -0.393 -0.466
H -1.417 0.308 2.007
H -2.698 -0.015 0.819
*
```

Values from the calculation:
- Energy relative to the best compared isomer or geometry (same formula, charge and spin): 434.0 kJ/mol
- Kohn-Sham gap: 0.2857 hartree
- HOMO energy: -7.0832 eV

---

Below is a cluster of 3 separate species, C7H15NO2 in total at a distorted geometry, with properties calculated with wB97M-V/def2-TZVPD.

The geometry in ORCA input format:
```
! wB97M-V def2-TZVPD RIJCOSX def2/J DEFGRID3
* xyz 0 1
H -0.778 1.423 2.636
H 0.943 1.410 -3.880
H -2.897 2.134 0.892
N 1.594 1.284 -3.212
H 0.793 -2.911 -0.147
C 1.682 0.149 -2.406
C 2.147 -0.775 -0.282
H 1.846 2.092 -2.713
H 0.449 -0.048 0.805
O -1.455 1.921 2.674
H 2.735 1.261 -0.894
C 0.270 -2.165 0.406
H 1.179 -0.809 -2.785
H -3.679 2.078 -0.570
H 2.410 -1.861 -0.542
C -1.859 -1.744 1.670
C -0.832 -2.455 1.351
O -3.218 2.635 0.150
C 2.361 0.288 -1.280
H -1.109 2.798 2.307
H -2.454 -2.151 2.480
C 0.750 -0.901 0.308
H -2.493 -1.168 1.126
H -0.663 -3.416 1.942
H 2.821 -0.648 0.641
*
```

Values from the calculation:
- Energy relative to the best compared isomer or geometry (same formula, charge and spin): 489.9 kJ/mol
- Kohn-Sham gap: 0.3151 hartree
- HOMO energy: -7.9482 eV

---

- Which formula does entry 5 have?
  C2H8N2P